The following is a DFT calculation (the ωB97M-V functional and the def2-TZVPD basis) of a structure of composition C37H40CeN4O4P3S in a non-equilibrium geometry.

```
90
Properties=species:S:1:pos:R:3:mulliken_charge:R:1
Ce 0.31 0.20 0.66 0.899
O 2.44 0.29 0.54 -0.736
P 3.25 0.86 1.70 0.996
C 3.01 -0.21 3.18 -1.292
P 1.25 -0.64 3.53 1.881
O 0.31 0.31 2.80 -0.460
C 0.91 -2.29 2.77 0.499
C 0.39 -3.31 3.57 -0.761
C 0.07 -4.54 3.00 -0.829
C 0.22 -4.74 1.64 -0.741
C 0.73 -3.72 0.83 -0.961
C 1.09 -2.50 1.39 -0.099
C 1.02 -0.58 5.31 0.292
C 0.15 0.37 5.84 -0.589
C 0.03 0.49 7.21 -0.653
C 0.77 -0.33 8.05 -0.552
C 1.63 -1.28 7.51 -0.797
C 1.76 -1.41 6.14 -0.430
C 2.68 2.53 2.11 -0.099
C 1.34 3.00 1.60 -0.457
C 1.11 4.53 1.67 -0.301
C 2.10 5.32 2.46 -0.874
C 3.18 4.75 3.01 -1.039
C 3.50 3.36 2.78 -0.214
C 5.00 0.88 1.28 0.647
C 6.01 0.60 2.19 -0.179
C 7.33 0.59 1.75 -0.872
C 7.62 0.86 0.42 -0.509
C 6.60 1.16 -0.48 -0.856
C 5.29 1.17 -0.05 -0.498
H 3.40 0.33 4.05 0.861
H 3.61 -1.12 3.07 0.785
H 0.27 -3.15 4.63 0.519
H -0.26 -5.35 3.64 0.523
H 0.00 -5.70 1.21 0.602
H 0.91 -3.90 -0.22 0.592
H 1.69 -1.80 0.76 0.462
H -0.42 1.00 5.17 0.383
H -0.63 1.24 7.63 0.465
H 0.68 -0.23 9.12 0.452
H 2.20 -1.92 8.17 0.450
H 2.44 -2.14 5.72 0.487
H 0.50 2.43 2.08 1.366
H 0.10 4.78 1.99 0.459
H 1.91 6.37 2.58 0.534
H 3.88 5.33 3.59 0.488
H 4.45 3.00 3.14 0.505
H 5.79 0.40 3.22 0.407
H 8.12 0.35 2.44 0.446
H 8.64 0.84 0.08 0.448
H 6.83 1.37 -1.51 0.454
H 4.48 1.38 -0.73 0.264
S 0.34 7.01 -0.71 -0.004
C 0.20 5.31 -0.67 0.308
C -0.80 4.55 -1.24 -1.167
C -0.89 3.16 -1.03 -0.200
N -0.02 2.38 -0.41 -0.337
C 1.22 3.05 0.05 0.357
C 1.25 4.60 0.12 -0.588
C -0.55 7.47 -2.23 0.245
C -1.92 7.65 -2.30 -0.203
C -2.44 8.03 -3.54 -0.342
N -1.68 8.22 -4.60 -0.477
C -0.38 8.08 -4.51 -0.501
C 0.25 7.70 -3.33 -0.157
H -1.57 5.02 -1.83 0.417
H -1.78 2.67 -1.42 0.478
H 2.08 2.61 -0.50 0.349
H 2.23 4.98 -0.15 0.689
H -2.56 7.52 -1.45 0.489
H -3.50 8.19 -3.67 0.383
H 0.20 8.28 -5.41 0.377
H 1.32 7.60 -3.28 0.422
N -3.96 -3.32 0.60 -0.228
C -2.87 -3.49 -0.39 -0.519
P -2.50 -1.74 -1.01 0.998
O -3.73 -0.97 -0.64 -1.147
O -1.18 -1.24 -0.48 -0.218
C -2.55 -1.77 -2.90 -1.012
N -3.73 -0.95 -3.28 -0.223
H -4.66 -4.07 0.58 0.387
H -4.40 -2.39 0.37 0.363
H -3.61 -3.26 1.56 0.330
H -3.22 -4.11 -1.21 0.514
H -1.99 -3.96 0.06 -0.018
H -2.63 -2.78 -3.30 0.408
H -1.63 -1.33 -3.30 0.403
H -4.10 -0.59 -2.36 0.336
H -4.47 -1.48 -3.75 0.364
H -3.50 -0.16 -3.89 0.355
```

Properties
* net charge: +4
* spin multiplicity: 2
* HOMO (spin up / spin down): -16.5 / -16.5 eV
* gap between HOMO and LUMO (spin up / spin down): 6.85 / 6.86 eV
* electronic energy: -104768.607 eV

The following is a DFT calculation (the ωB97M-V functional and the def2-TZVPD basis) of a structure of composition C72H53I4N6O2S2Ti in a non-equilibrium geometry.

```
140
Properties=species:S:1:pos:R:3:mulliken_charge:R:1
Ti -1.73 1.31 0.69 -1.079
I -10.48 0.88 -3.78 0.039
C -8.69 1.01 -2.71 -0.006
C -8.52 2.01 -1.77 -0.752
C -7.33 2.08 -1.07 -0.059
C -6.30 1.17 -1.28 -0.189
C -6.50 0.17 -2.23 -0.127
C -7.69 0.08 -2.95 -0.867
C -5.01 1.28 -0.55 0.426
C -4.63 0.20 0.29 0.404
C -5.34 -0.99 0.44 -1.395
C -4.53 -1.86 1.15 -1.557
C -3.36 -1.17 1.47 0.041
C -2.26 -1.68 2.20 1.189
C -2.22 -3.12 2.56 -0.676
C -1.18 -3.91 2.08 -0.007
C -1.07 -5.25 2.43 -0.716
C -2.02 -5.80 3.27 -0.095
I -1.86 -7.81 3.82 0.037
C -3.07 -5.04 3.76 -0.748
C -3.16 -3.70 3.40 -0.142
C -1.26 -0.89 2.70 0.094
N -1.13 0.49 2.44 0.448
C -0.31 0.98 3.46 0.821
C 0.10 2.27 3.59 0.508
C 0.87 2.64 4.81 -0.423
C 2.22 2.96 4.74 -0.177
C 2.94 3.32 5.87 -0.741
C 2.29 3.35 7.10 0.037
I 3.36 3.88 8.81 0.047
C 0.95 3.02 7.20 -0.721
C 0.25 2.67 6.05 -0.056
C -0.13 3.27 2.60 0.055
C 0.48 4.52 2.56 -1.341
C 0.16 5.08 1.33 -1.442
C -0.68 4.18 0.67 -0.092
N -0.88 3.06 1.46 1.003
C -1.36 4.45 -0.54 1.293
C -2.48 3.76 -0.93 0.509
C -3.39 4.12 -1.98 -1.537
C -4.46 3.30 -1.89 -1.329
C -4.22 2.36 -0.83 0.236
N -2.98 2.64 -0.25 0.653
C -0.90 5.61 -1.35 -0.642
C 0.39 5.59 -1.89 -0.219
C 0.87 6.64 -2.64 -0.768
C 0.05 7.74 -2.86 -0.019
I 0.76 9.34 -4.01 0.036
C -1.22 7.80 -2.32 -0.757
C -1.68 6.73 -1.57 -0.343
C 0.11 -0.11 4.30 -1.753
C -0.42 -1.25 3.81 -1.421
N -3.43 0.12 0.96 0.633
H -9.31 2.73 -1.59 0.377
H -7.19 2.86 -0.33 0.492
H -5.71 -0.54 -2.42 0.617
H -7.82 -0.70 -3.69 0.374
H -6.33 -1.19 0.05 0.577
H -4.75 -2.88 1.41 0.579
H -0.45 -3.46 1.41 0.575
H -0.26 -5.85 2.05 0.458
H -3.81 -5.48 4.42 0.361
H -3.97 -3.10 3.79 0.591
H 2.72 2.93 3.78 0.611
H 3.99 3.56 5.80 0.360
H 0.45 3.05 8.16 0.372
H -0.80 2.42 6.12 0.502
H 1.10 4.94 3.33 0.555
H 0.44 6.06 0.96 0.543
H -3.23 4.91 -2.69 0.630
H -5.34 3.31 -2.52 0.530
H 1.02 4.72 -1.71 0.591
H 1.87 6.61 -3.06 0.393
H -1.85 8.67 -2.48 0.374
H -2.67 6.78 -1.13 0.569
H 0.76 0.00 5.15 0.565
H -0.30 -2.24 4.20 0.529
S 1.41 -0.87 0.93 -0.052
C 2.42 -2.01 0.39 -0.309
N 3.57 -2.37 1.02 0.491
C 4.50 -3.27 0.36 -0.680
C 3.72 -4.46 -0.12 -0.807
N 2.67 -4.01 -1.02 0.166
C 2.42 -4.88 -2.16 -1.591
C 3.56 -4.87 -3.15 0.723
C 4.12 -3.67 -3.56 -0.038
C 5.15 -3.65 -4.48 -0.744
C 5.63 -4.85 -5.01 -0.395
C 5.07 -6.05 -4.61 -0.581
C 4.04 -6.06 -3.68 -0.406
C 2.06 -2.82 -0.88 0.184
S 0.98 -2.21 -1.95 -0.243
C 4.07 -1.60 2.15 -0.551
C 4.72 -2.47 3.19 -0.134
C 3.95 -3.43 3.85 -0.229
C 4.52 -4.25 4.80 -0.657
C 5.87 -4.13 5.11 -0.369
C 6.64 -3.18 4.47 -0.648
C 6.06 -2.35 3.51 -0.171
H 5.25 -3.59 1.08 0.429
H 5.01 -2.77 -0.47 0.264
H 3.29 -4.99 0.74 0.283
H 4.36 -5.15 -0.67 0.448
H 1.50 -4.55 -2.64 0.430
H 2.26 -5.89 -1.77 0.398
H 3.73 -2.73 -3.16 0.494
H 5.58 -2.71 -4.80 0.401
H 6.43 -4.83 -5.73 0.376
H 5.44 -6.98 -5.01 0.377
H 3.61 -7.00 -3.36 0.356
H 3.21 -1.09 2.59 0.139
H 4.75 -0.82 1.80 0.356
H 2.89 -3.51 3.61 0.552
H 3.91 -4.99 5.31 0.416
H 6.31 -4.77 5.86 0.375
H 7.69 -3.07 4.71 0.387
H 6.67 -1.61 3.00 0.382
C 0.42 1.61 -7.09 -1.585
C 0.11 1.38 -5.63 0.749
C 1.11 1.51 -4.67 -1.038
C 0.84 1.35 -3.32 1.315
C 2.00 1.49 -2.36 -1.027
C -0.47 1.03 -2.92 -0.474
C -1.48 0.86 -3.87 1.054
C -2.91 0.48 -3.56 -1.138
C -1.16 1.05 -5.21 -0.943
C -0.77 0.91 -1.48 2.279
O -1.71 0.21 -1.01 -0.635
O -0.14 1.59 -0.61 -0.354
H 1.48 1.51 -7.29 0.378
H 0.12 2.62 -7.39 0.296
H -0.12 0.91 -7.72 0.374
H 2.12 1.75 -4.98 0.336
H 2.93 1.40 -2.91 0.427
H 1.97 0.73 -1.58 -0.071
H 1.98 2.45 -1.85 -0.107
H -3.04 -0.59 -3.74 0.465
H -3.58 1.01 -4.24 0.522
H -3.21 0.68 -2.54 -0.495
H -1.95 0.94 -5.95 0.414
```

Properties
* net charge: -1
* HOMO (spin up / spin down): -2.6 / -2.6 eV
* gap between HOMO and LUMO (spin up / spin down): 4.03 / 4.05 eV
* electronic energy: -165755.669 eV

The following is a DFT calculation (the ωB97M-V functional and the def2-TZVPD basis) of the ion C4H9N2 with charge +1 in a non-equilibrium geometry.

```
15
Properties=species:S:1:pos:R:3:mulliken_charge:R:1
C -1.31 0.25 0.83 0.352
C 0.51 0.25 -1.55 -0.162
C 0.01 0.16 -0.21 -0.413
C 2.00 0.20 -1.99 -0.920
N -2.36 0.75 0.63 -0.313
N -0.81 -0.56 2.15 -0.465
H -0.21 0.29 -2.24 0.452
H 0.78 0.11 0.59 0.214
H 1.99 1.01 -2.75 0.291
H 2.22 -0.70 -2.62 0.299
H 2.85 0.31 -1.26 0.323
H -3.20 0.60 1.07 0.248
H 0.05 -0.65 2.62 0.330
H -0.92 -1.53 1.84 0.382
H -1.60 -0.49 2.87 0.383
```

Properties
* net charge: +1
* ΔE to the lowest compared entry with this formula, charge and spin: 104.2 kcal/mol
* HOMO: -13.6 eV
* gap between HOMO and LUMO: 9.69 eV
* electronic energy: -7263.622 eV